A molecular structure, C52H64N4O28S2 in a non-equilibrium geometry, computed with the ωB97M-V functional and the def2-TZVPD basis.

```
150
Properties=species:S:1:pos:R:3:forces:R:3:lowdin_charge:R:1
C 3.164 -0.257 4.734 0.5 0.0 0.3 -0.139
C 1.819 -0.987 4.964 0.6 -0.9 -1.4 -0.170
O 0.935 -0.010 5.483 -0.2 0.1 1.1 -0.183
S 1.844 0.915 6.434 0.5 -0.2 -1.0 0.596
O 2.357 0.175 7.530 -0.1 -0.3 0.1 -0.204
O 1.227 2.167 6.634 -0.3 0.3 -0.2 -0.211
O 2.982 1.049 5.320 0.0 0.3 0.4 -0.200
H 3.470 -0.102 3.703 -0.4 0.1 -0.1 0.112
H 3.970 -0.768 5.265 -0.1 0.1 0.0 0.126
H 1.987 -1.864 5.589 -0.4 0.3 0.5 0.132
H 1.412 -1.380 4.033 -0.2 0.3 0.0 0.104
C 3.298 -3.511 -3.628 -0.2 -0.5 0.4 -0.111
C 2.402 -2.863 -2.581 0.2 0.5 -0.7 -0.167
O 1.198 -3.641 -2.599 -0.1 -0.3 0.2 -0.202
S 1.048 -4.503 -3.935 1.1 -0.1 0.5 0.613
O -0.068 -4.023 -4.660 0.2 -0.7 0.0 -0.208
O 1.165 -5.875 -3.600 -0.2 -0.1 0.0 -0.191
O 2.372 -3.981 -4.627 -0.1 -0.1 -0.1 -0.179
H 3.811 -4.371 -3.192 0.1 0.0 -0.1 0.135
H 3.983 -2.825 -4.110 0.0 0.1 0.0 0.142
H 2.145 -1.852 -2.900 0.1 0.0 0.2 0.085
H 2.855 -2.852 -1.601 -0.2 -0.2 0.2 0.103
C 2.535 3.978 2.995 0.0 0.2 -0.1 -0.051
C 2.143 4.759 4.078 0.6 -0.3 0.0 -0.049
C 1.775 6.080 3.902 -0.5 -0.4 0.2 -0.022
C 1.747 6.597 2.623 0.0 0.1 0.0 -0.177
C 2.147 5.861 1.524 -0.4 -0.7 -0.1 -0.006
C 2.524 4.532 1.724 0.5 0.6 -0.1 -0.055
N 1.209 7.950 2.429 0.2 0.0 -0.1 -0.356
O 0.281 8.287 3.139 0.0 0.0 0.1 0.076
O 1.722 8.644 1.575 -0.1 -0.1 -0.1 0.086
H 2.830 2.946 3.119 0.0 0.0 0.1 0.087
H 2.177 4.326 5.071 -0.2 0.0 0.0 0.107
H 1.392 6.629 4.751 0.1 0.3 -0.1 0.124
H 2.029 6.199 0.504 0.2 0.5 0.1 0.120
H 2.915 4.003 0.863 -0.3 -0.3 0.1 0.091
C -1.444 5.226 4.462 -0.1 -0.1 -0.4 -0.059
C -1.096 4.667 3.230 -0.5 0.1 0.4 -0.060
C -1.248 3.307 3.002 0.9 1.2 -0.4 0.008
C -1.633 2.530 4.069 0.7 -0.5 0.3 -0.165
C -1.787 3.036 5.335 -1.6 0.8 1.3 -0.003
C -1.787 4.411 5.537 0.6 0.8 -1.2 -0.039
N -1.688 1.076 3.921 0.2 0.1 -0.8 -0.327
O -2.445 0.447 4.615 -0.2 -0.3 0.5 0.099
O -0.985 0.583 3.049 -0.1 0.0 0.0 0.056
H -1.497 6.307 4.534 0.3 0.0 0.2 0.110
H -0.711 5.314 2.455 -0.2 -0.1 -0.2 0.106
H -0.940 2.987 2.016 -0.3 -0.7 0.2 0.123
H -2.144 2.465 6.183 0.4 -0.6 -0.3 0.128
H -2.019 4.946 6.447 -0.1 -0.7 0.4 0.113
C -4.440 -0.443 -0.033 -0.1 0.2 -0.1 -0.062
C -5.529 0.175 -0.629 -0.1 -0.2 0.2 -0.058
C -5.983 1.394 -0.146 -0.3 0.0 -0.6 -0.003
C -5.297 2.023 0.867 0.0 -0.8 0.6 -0.143
C -4.254 1.382 1.527 -0.1 0.9 -0.3 0.011
C -3.809 0.177 1.033 0.3 -0.4 0.6 -0.076
N -5.795 3.297 1.393 0.1 0.2 -0.2 -0.353
O -6.605 3.899 0.715 -0.1 0.0 0.1 0.079
O -5.347 3.687 2.451 0.0 0.0 0.1 0.081
H -4.092 -1.409 -0.374 0.0 0.0 -0.1 0.103
H -6.064 -0.327 -1.424 0.0 0.1 0.0 0.112
H -6.892 1.833 -0.536 0.2 0.1 -0.1 0.121
H -3.818 1.895 2.374 0.1 -0.2 0.0 0.102
H -2.991 -0.315 1.550 0.0 0.0 -0.1 0.089
C -5.193 -4.075 3.261 0.0 0.2 0.7 -0.065
C -4.523 -5.087 2.577 -0.5 0.4 -0.5 -0.065
C -3.178 -4.968 2.276 0.1 0.2 -0.4 -0.002
C -2.500 -3.841 2.723 -0.7 -0.2 0.0 -0.154
C -3.153 -2.826 3.398 0.5 -0.2 0.8 -0.008
C -4.498 -2.972 3.735 0.8 0.4 -0.7 -0.050
N -1.069 -3.720 2.467 0.2 0.4 0.3 -0.338
O -0.432 -2.989 3.211 0.0 -0.1 -0.1 0.060
O -0.593 -4.341 1.545 0.1 -0.2 -0.2 0.094
H -6.256 -4.125 3.457 0.0 -0.3 -0.1 0.108
H -5.118 -5.880 2.143 0.2 -0.2 0.2 0.109
H -2.682 -5.657 1.606 0.1 -0.2 0.3 0.122
H -2.578 -1.978 3.755 -0.1 0.0 -0.1 0.098
H -4.912 -2.136 4.281 -0.5 -0.3 0.0 0.113
O -3.697 -4.516 -4.691 -0.1 0.1 -0.3 0.135
C -3.129 -3.972 -3.795 -0.1 -0.4 0.3 -0.481
O -2.237 -2.981 -3.989 -0.5 1.1 0.1 -0.015
C -1.747 -2.463 -2.741 0.2 -1.4 0.8 -0.147
C -2.013 -3.641 -1.769 0.7 1.4 0.9 -0.143
C -3.265 -4.260 -2.305 -0.4 -0.6 -0.8 -0.065
H -2.216 -1.535 -2.426 -0.3 0.0 -0.4 0.099
H -0.666 -2.342 -2.782 -0.2 0.2 -0.4 0.080
H -2.027 -3.269 -0.740 -0.4 -0.1 0.0 0.091
H -1.111 -4.252 -1.807 -0.4 -0.6 -0.1 0.113
H -4.243 -3.846 -2.037 0.3 0.5 0.4 0.129
H -3.403 -5.329 -2.154 0.3 -0.1 -0.1 0.128
O 1.648 -2.583 -7.200 0.2 -0.4 0.0 0.137
C 0.994 -2.003 -6.393 -0.5 0.8 -0.8 -0.494
O 1.574 -1.238 -5.424 0.0 -0.3 0.6 0.004
C 0.575 -0.538 -4.634 0.6 0.8 -1.8 -0.121
C -0.668 -0.531 -5.531 -1.0 -1.0 1.1 -0.122
C -0.510 -1.834 -6.315 0.3 0.1 0.3 -0.057
H 0.977 0.474 -4.599 -0.1 0.0 0.7 0.111
H 0.487 -1.002 -3.657 -0.2 0.1 0.0 0.093
H -0.765 0.382 -6.116 0.3 -0.1 -0.3 0.112
H -1.575 -0.623 -4.920 0.1 0.2 0.0 0.094
H -1.026 -1.879 -7.266 0.2 0.0 -0.2 0.134
H -0.837 -2.672 -5.691 -0.3 0.6 -0.5 0.085
O 3.929 -0.754 -1.173 0.3 -0.1 0.3 0.114
C 3.750 0.370 -1.546 -0.6 0.5 0.2 -0.468
O 2.868 0.639 -2.523 0.1 -0.1 -0.6 -0.001
C 3.066 1.967 -3.099 0.3 -0.8 0.8 -0.100
C 4.027 2.674 -2.144 0.9 1.1 0.9 -0.132
C 4.267 1.678 -1.007 0.0 -0.3 0.2 -0.058
H 2.072 2.400 -3.129 0.1 0.2 -0.4 0.121
H 3.531 1.779 -4.062 -0.4 0.3 -0.3 0.130
H 3.679 3.621 -1.723 -0.6 -0.2 -0.1 0.106
H 4.973 3.022 -2.568 -0.1 -0.6 -0.5 0.116
H 3.630 1.921 -0.150 -0.1 -0.2 0.0 0.102
H 5.270 1.561 -0.601 0.1 0.2 -0.3 0.132
O 3.705 -4.747 0.021 -0.1 -0.2 -0.1 0.124
C 4.753 -4.191 0.164 -0.1 0.3 0.2 -0.494
O 5.882 -4.611 -0.440 0.2 0.1 -0.1 0.027
C 6.993 -3.736 -0.142 -0.1 -0.4 -0.2 -0.139
C 6.389 -2.479 0.455 0.2 1.0 0.2 -0.154
C 5.014 -2.926 0.964 0.8 0.0 -0.3 -0.066
H 7.548 -3.601 -1.067 -0.1 0.1 0.0 0.124
H 7.643 -4.257 0.564 0.0 0.0 0.0 0.124
H 6.253 -1.642 -0.234 0.0 -0.5 -0.5 0.099
H 7.062 -2.039 1.195 -0.2 -0.3 0.3 0.114
H 4.253 -2.200 0.696 -0.2 0.0 0.3 0.089
H 5.040 -3.146 2.031 -0.3 -0.1 0.0 0.128
O 2.286 1.090 1.752 -0.1 -0.2 0.0 0.098
C 1.407 0.544 1.138 -0.3 0.3 -0.7 -0.460
O 0.688 1.205 0.185 0.1 0.2 0.6 0.019
C -0.356 0.349 -0.314 -0.3 -0.4 -0.8 -0.125
C 0.248 -1.065 -0.193 -0.9 1.2 0.1 -0.095
C 0.931 -0.880 1.143 1.2 -0.9 0.3 -0.085
H -0.553 0.646 -1.342 0.0 0.0 0.0 0.107
H -1.284 0.481 0.245 0.2 0.1 0.2 0.102
H 0.879 -1.144 -1.079 0.4 -0.5 0.4 0.102
H -0.474 -1.875 -0.136 -0.1 0.0 -0.3 0.100
H 1.757 -1.576 1.307 0.1 0.2 0.1 0.131
H 0.244 -1.018 1.977 -0.1 0.0 -0.1 0.086
O -2.809 0.592 -2.684 0.0 -0.1 0.1 0.102
C -2.632 1.470 -3.476 -0.3 0.5 0.0 -0.482
O -1.620 2.354 -3.335 0.2 -0.1 0.0 0.019
C -1.511 3.240 -4.453 -0.2 0.4 -0.2 -0.144
C -2.677 2.916 -5.399 0.1 -0.5 -0.8 -0.136
C -3.464 1.801 -4.703 0.8 0.1 0.2 -0.056
H -0.548 3.064 -4.932 0.0 -0.1 0.0 0.115
H -1.515 4.270 -4.098 -0.1 -0.1 0.2 0.124
H -2.257 2.534 -6.332 -0.1 0.0 0.0 0.106
H -3.301 3.749 -5.713 0.1 0.2 0.4 0.113
H -3.483 0.884 -5.289 -0.5 0.1 -0.1 0.123
H -4.454 2.116 -4.386 -0.1 -0.2 0.0 0.129
```
Forces are in eV/Å.

Values from the calculation:
HOMO-LUMO gap in eV: 9.069
Energy relative to the best compared isomer or geometry (same formula, charge and spin) in eV: 0.000
Total energy in hartree: -5141.661340
E_HOMO in eV: -9.8122